19
Properties=species:S:1:pos:R:3:forces:R:3:nbo_charge:R:1 method="wB97M-V/def2-TZVPD" mol_weight_da=139.2 e_homo_ev=-8.45 e_above_lowest_ev=2.749 energy_ha=-473.4487 lumo_energy_ev=0.78
C 0.651 -3.292 1.191 0.19 -0.30 -0.11 -0.10
C 1.377 -3.675 0.104 0.02 -0.42 0.18 -0.13
C 0.799 -1.582 -0.060 -1.33 3.43 -1.51 0.24
C 0.254 0.443 -1.148 1.84 -3.17 0.13 0.83
C -0.540 2.630 -0.721 0.00 0.14 -0.45 -0.41
C -0.742 0.885 1.029 -0.09 -0.37 0.35 -0.43
N 0.283 -1.980 1.068 0.08 0.07 0.02 -0.58
N 1.454 -2.565 -0.704 0.13 -0.07 -0.09 -0.57
N -0.292 1.255 -0.292 -0.22 0.59 0.26 -0.46
O 0.634 0.486 -2.274 -0.48 0.18 0.85 -0.56
H 0.357 -3.863 2.049 0.03 -0.22 0.11 0.20
H 1.830 -4.609 -0.160 0.09 -0.15 -0.04 0.21
H 0.301 2.983 -1.319 -0.07 -0.01 0.02 0.22
H -1.447 2.690 -1.329 0.03 0.04 0.09 0.21
H -0.647 3.264 0.157 0.01 -0.11 0.00 0.21
H -1.818 1.035 1.104 -0.08 0.03 -0.02 0.19
H -0.506 -0.162 1.217 -0.11 0.17 0.06 0.29
H -0.251 1.501 1.779 0.07 0.09 -0.02 0.20
H 1.921 -2.502 -1.594 -0.12 0.10 0.14 0.42



15
Properties=species:S:1:pos:R:3:forces:R:3:nbo_charge:R:1 method="wB97M-V/def2-TZVPD" mol_weight_da=104.1 e_homo_ev=-8.49 e_above_lowest_ev=2.899 energy_ha=-382.8583 lumo_energy_ev=0.85
C 0.123 0.181 -1.529 0.04 0.02 -0.01 -0.67
C -0.217 -0.715 -0.385 0.37 0.01 0.05 0.28
O -1.545 -1.050 -0.364 -0.03 -0.17 0.16 -0.68
C 0.654 -1.174 0.518 -0.40 -0.05 -0.12 -0.02
O 2.007 -0.937 0.404 0.10 0.08 0.15 -0.70
C 0.717 1.927 1.505 1.23 -0.40 0.45 0.53
O 1.736 1.575 1.871 -1.25 0.50 -0.39 -0.54
H -0.536 1.056 -1.527 0.09 -0.13 0.02 0.23
H 1.163 0.505 -1.457 -0.14 -0.05 -0.02 0.24
H -0.019 -0.343 -2.480 0.00 0.05 0.13 0.23
H -2.467 1.117 0.177 -0.03 0.11 0.02 0.01
H -1.706 -1.663 0.366 -0.02 0.09 -0.12 0.48
H 0.338 -1.830 1.333 0.04 0.10 -0.13 0.16
H 2.309 -0.480 1.201 0.02 -0.11 -0.16 0.48
H -2.557 1.832 0.366 -0.01 -0.04 0.00 -0.01



9
Properties=species:S:1:pos:R:3:forces:R:3:nbo_charge:R:1 method="wB97M-V/def2-TZVPD" mol_weight_da=215.3 total_charge=+1 spin_multiplicity=5 e_homo_ev="-11.01 / -12.11" e_above_lowest_ev=1.661 energy_ha=-827.5776 lumo_energy_ev="-4.33 / -4.23"
O 1.252 0.101 -0.373 -2.07 -0.29 2.45 -0.42
O -0.648 -0.822 0.328 1.73 3.18 0.46 -0.41
C 0.677 -0.588 -1.407 -0.25 -0.30 -0.35 0.06
C -0.530 -1.015 -1.024 0.76 -1.45 -0.22 0.06
C 0.390 0.028 0.729 -0.11 -1.90 -2.71 0.28
H 1.291 -0.827 -2.269 -0.33 0.54 0.05 0.25
H -1.427 2.941 2.706 -0.27 0.13 -0.08 -0.65
Nd 0.263 1.817 2.830 0.35 -0.17 0.20 1.58
H -1.268 -1.636 -1.520 0.19 0.25 0.21 0.25



64
Properties=species:S:1:pos:R:3:forces:R:3:nbo_charge:R:1 method="wB97M-V/def2-TZVPD" mol_weight_da=354.6 total_charge=+2 e_homo_ev=-15.03 e_above_lowest_ev=0.190 energy_ha=-1046.2876 lumo_energy_ev=-7.92
C 8.546 1.803 0.207 -0.01 0.01 0.19 -0.61
C 8.602 1.143 1.575 0.18 -0.19 -0.05 -0.39
C 7.685 -0.071 1.724 -0.10 0.28 0.20 -0.40
H 7.893 -0.531 2.690 0.02 -0.11 -0.04 0.22
H 7.938 -0.803 0.956 0.08 -0.13 -0.03 0.19
C 6.190 0.280 1.653 0.09 -0.05 -0.14 -0.40
C 5.544 -0.001 0.291 -0.05 -0.15 0.29 -0.41
C 5.325 -1.496 0.074 -0.03 0.29 -0.28 -0.41
H 6.283 -2.013 0.122 -0.02 -0.11 -0.01 0.25
H 4.696 -1.896 0.871 0.00 -0.11 0.04 0.21
C 4.700 -1.827 -1.292 1.37 -0.50 0.50 -0.22
N 3.334 -1.351 -1.358 -0.97 0.40 -0.14 -0.24
C 3.057 -0.147 -1.881 -0.01 0.19 -0.14 0.11
C 1.779 0.363 -1.879 -0.51 -0.26 0.17 -0.20
C 0.723 -0.378 -1.327 1.27 -0.46 -0.01 0.03
C 1.049 -1.634 -0.789 -0.20 0.52 -0.16 -0.20
C 2.348 -2.080 -0.814 -0.15 -0.17 0.08 0.11
H 2.617 -3.041 -0.399 0.12 0.00 -0.01 0.26
H 0.296 -2.252 -0.327 -0.02 -0.10 0.06 0.26
C -0.646 0.129 -1.316 -1.27 0.46 0.01 0.03
C -0.922 1.503 -1.221 0.18 -0.55 0.01 -0.19
C -2.222 1.947 -1.211 0.16 0.19 -0.01 0.10
N -3.258 1.099 -1.305 0.95 -0.44 -0.13 -0.24
C -3.029 -0.219 -1.398 0.01 -0.23 -0.08 0.11
C -1.751 -0.731 -1.404 0.52 0.30 -0.01 -0.20
H -1.620 -1.795 -1.510 -0.06 -0.10 -0.02 0.26
H -3.888 -0.867 -1.487 -0.12 0.09 0.03 0.26
C -4.611 1.603 -1.200 -1.33 0.60 0.51 -0.23
H -5.293 0.915 -1.700 0.18 0.02 -0.11 0.24
H -4.666 2.575 -1.694 0.12 -0.16 -0.11 0.24
C -5.013 1.757 0.277 0.06 -0.25 -0.04 -0.41
C -5.157 0.432 1.024 -0.10 -0.03 -0.11 -0.40
C -6.347 -0.428 0.590 -0.05 0.22 0.31 -0.40
C -7.700 0.216 0.903 0.05 -0.24 -0.33 -0.40
C -8.876 -0.722 0.633 -0.15 0.19 0.10 -0.39
C -9.001 -1.852 1.642 0.12 0.01 -0.12 -0.61
H -8.144 -2.523 1.599 0.03 -0.12 0.04 0.19
H -9.068 -1.458 2.654 -0.05 0.01 0.11 0.21
H -9.893 -2.438 1.442 -0.05 -0.10 0.05 0.23
H -8.796 -1.134 -0.377 -0.02 0.04 -0.05 0.19
H -9.796 -0.134 0.662 0.04 -0.02 -0.09 0.22
H -7.719 0.517 1.952 0.01 0.11 0.07 0.21
H -7.827 1.112 0.292 -0.01 0.11 0.06 0.19
H -6.299 -0.655 -0.479 -0.01 -0.12 -0.12 0.17
H -6.281 -1.376 1.125 0.04 -0.09 -0.09 0.22
H -5.278 0.664 2.084 0.12 -0.04 0.03 0.24
H -4.233 -0.150 0.934 0.07 0.01 0.14 0.18
H -4.273 2.380 0.783 -0.01 0.13 -0.03 0.21
H -5.963 2.289 0.302 0.03 0.12 -0.05 0.25
H -2.452 2.999 -1.131 -0.13 0.00 0.01 0.26
H -0.127 2.224 -1.128 0.02 0.12 0.01 0.26
H 1.604 1.323 -2.337 0.06 0.09 -0.06 0.26
H 3.876 0.404 -2.317 0.10 -0.08 0.04 0.26
H 4.704 -2.908 -1.442 -0.14 0.12 -0.15 0.24
H 5.282 -1.358 -2.087 -0.18 -0.05 -0.04 0.24
H 6.181 0.396 -0.500 0.01 0.07 -0.13 0.21
H 4.583 0.523 0.250 -0.03 0.06 -0.06 0.18
H 5.646 -0.284 2.413 -0.10 0.05 0.04 0.21
H 6.064 1.337 1.888 -0.05 0.03 0.07 0.22
H 9.627 0.815 1.764 -0.04 0.06 0.04 0.22
H 8.362 1.879 2.346 0.00 -0.03 0.05 0.20
H 7.570 2.250 0.021 -0.11 0.07 -0.09 0.19
H 8.757 1.081 -0.580 0.03 -0.05 -0.14 0.20
H 9.286 2.597 0.147 0.03 0.08 -0.11 0.23



53
Properties=species:S:1:pos:R:3:forces:R:3:nbo_charge:R:1 method="wB97M-V/def2-TZVPD" mol_weight_da=456.2 total_charge=+2 spin_multiplicity=5 e_homo_ev="-15.09 / -15.31" energy_ha=-3850.5175 lumo_energy_ev="-5.95 / -9.92"
C -2.314 0.704 -2.450 1.22 -0.73 -0.30 -0.72
C -1.140 0.906 -1.534 1.47 0.85 -1.42 0.54
H -2.053 0.925 -3.470 0.00 0.31 -0.33 0.26
H -3.031 1.369 -2.043 -1.12 0.74 0.05 0.27
H -2.720 -0.318 -2.389 0.25 0.46 0.16 0.26
O -0.053 1.414 -1.671 -1.68 -1.13 -0.82 -0.51
Cl -1.590 0.368 0.039 -0.51 -0.95 1.99 -0.01
Co 0.770 -0.936 0.325 -2.23 2.55 2.09 1.04
P -0.280 -2.670 -0.435 -1.36 -2.53 -0.50 0.86
C 0.900 -3.837 -1.142 0.02 -0.10 -0.04 -0.96
C -0.867 -3.375 1.139 0.01 -0.03 -0.03 -0.95
H -2.603 -2.324 -1.055 0.15 -0.06 -0.03 0.26
H -1.960 -3.840 -1.725 0.13 0.20 0.14 0.27
H -1.554 -2.297 -2.493 0.06 -0.09 0.13 0.25
C -1.731 -2.784 -1.529 -0.13 0.19 -0.18 -0.94
H -1.655 -2.713 1.516 0.07 -0.16 0.03 0.25
H -1.267 -4.384 1.009 0.03 0.10 0.00 0.27
H 0.390 -4.783 -1.339 0.21 0.02 0.01 0.27
H 1.724 -3.993 -0.440 -0.06 -0.08 -0.07 0.27
H -0.045 -3.382 1.862 -0.16 -0.08 -0.08 0.27
H 1.307 -3.440 -2.078 -0.09 -0.11 0.09 0.26
C 2.129 -1.015 -0.804 6.28 1.59 -4.32 0.43
O 3.093 -0.803 -1.413 -3.47 -1.14 2.07 -0.38
Cl 1.732 -1.066 2.180 0.38 -0.08 0.79 -0.55
C 3.294 3.351 -1.157 -0.03 0.53 -0.62 -0.41
N 2.940 3.071 0.229 -1.80 -0.36 0.86 -0.77
C 3.705 2.025 0.893 0.11 -0.55 0.58 -0.44
P 1.345 3.211 0.758 1.31 0.09 -3.25 2.40
O 0.480 2.028 0.810 0.33 -0.13 0.37 -1.11
N 1.466 3.825 2.309 0.63 -1.13 1.23 -0.44
C 0.918 2.980 3.383 -0.24 1.07 0.77 -0.45
C 2.495 4.734 2.725 -0.39 0.49 1.21 -0.45
N 0.785 4.437 -0.251 0.16 -0.63 1.71 -0.68
C -0.627 4.437 -0.590 -0.47 0.56 -0.18 -0.42
C 1.292 5.786 -0.059 -0.33 0.87 -0.77 -0.44
H 3.864 2.509 -1.556 -0.14 0.13 0.00 0.22
H 3.909 4.251 -1.232 0.04 -0.12 -0.02 0.21
H 2.396 3.493 -1.767 0.32 -0.08 0.04 0.23
H 4.275 2.425 1.743 0.03 -0.16 -0.18 0.21
H 3.044 1.214 1.270 0.37 0.41 -0.11 0.22
H 4.404 1.574 0.180 -0.11 0.15 0.29 0.24
H 1.686 2.265 3.744 -0.16 0.33 -0.26 0.27
H 0.643 3.659 4.220 0.20 -0.54 -0.42 0.24
H 0.055 2.437 3.038 -0.11 -0.17 -0.14 0.27
H 3.478 4.258 2.713 0.04 -0.10 -0.12 0.26
H 2.519 5.626 2.124 0.13 0.24 -0.37 0.25
H 2.253 5.013 3.759 0.32 0.08 -0.27 0.24
H -1.261 4.684 0.272 0.03 -0.01 -0.18 0.21
H -0.736 5.235 -1.341 -0.28 -0.41 0.19 0.23
H -0.925 3.490 -1.012 0.00 -0.08 0.00 0.22
H 0.918 6.240 0.875 0.13 -0.07 -0.29 0.21
H 2.376 5.862 -0.121 -0.04 -0.19 0.06 0.23
H 0.855 6.358 -0.896 0.47 0.10 0.44 0.24